No. 1
C36H32I2IrN3O2P2Te as an isolated structure, computed with the ωB97M-V functional and the def2-TZVPD basis.

Results
2S+1: 5
Gap between HOMO and LUMO (spin up / spin down) in eV: 8.2 / 5.3
Net charge: +2
⟨S²⟩: 6.020
Maximum force in eV/A: 0.56
Energy relative to the best compared isomer or geometry (same formula, charge and spin) in eV: 0.000

Each line ends with the Löwdin spin population.
Geometry (Å):
Ir (0.4822, -0.2744, 0.0219)  1.272
Te (1.4246, -3.6196, -3.6310)  0.385
C (-0.5063, -4.0409, -4.3345)  0.038
C (-1.1183, -5.2598, -4.0841)  0.008
C (-2.3666, -5.4808, -4.6539)  0.000
N (-2.9895, -4.5978, -5.4237)  0.001
C (-2.3777, -3.4452, -5.6675)  0.002
C (-1.1351, -3.1087, -5.1481)  0.012
C (0.9762, -2.3349, -2.1576)  0.357
P (-0.4265, -2.0885, -1.0919)  0.098
C (-0.7360, -3.5721, -0.1172)  0.028
C (-2.0016, -3.8547, 0.4016)  0.008
C (-2.1877, -4.9725, 1.2004)  0.001
C (-1.1171, -5.8051, 1.4956)  0.008
C (0.1473, -5.5198, 0.9968)  0.000
C (0.3383, -4.4070, 0.1958)  0.010
C (-1.9668, -1.6114, -1.8920)  0.015
C (-2.2540, -0.2509, -2.0100)  0.024
C (-3.4304, 0.1706, -2.6075)  0.002
C (-4.3352, -0.7695, -3.0802)  0.002
C (-4.0584, -2.1255, -2.9683)  0.000
C (-2.8768, -2.5486, -2.3834)  0.002
P (2.0278, -1.0397, -1.5150)  0.063
C (2.5156, 0.0314, -2.8700)  0.013
C (1.6210, 1.0011, -3.3206)  0.011
C (1.9282, 1.7561, -4.4392)  0.002
C (3.1260, 1.5427, -5.1104)  0.002
C (4.0181, 0.5782, -4.6636)  0.004
C (3.7159, -0.1810, -3.5439)  0.002
C (3.5383, -1.7072, -0.7818)  0.011
C (4.4226, -0.8257, -0.1536)  0.004
C (5.6035, -1.2950, 0.3948)  0.001
C (5.9147, -2.6482, 0.3254)  0.000
C (5.0412, -3.5307, -0.2896)  0.000
C (3.8555, -3.0628, -0.8398)  0.001
H (-0.6586, -6.0224, -3.4711)  0.004
H (-2.8839, -6.4177, -4.4834)  0.000
H (-2.9041, -2.7488, -6.3093)  0.000
H (-0.6855, -2.1533, -5.3830)  0.002
H (-2.8415, -3.2070, 0.1870)  0.000
H (-3.1720, -5.1950, 1.5889)  0.000
H (-1.2680, -6.6787, 2.1144)  0.000
H (0.9801, -6.1686, 1.2288)  0.000
H (1.3244, -4.1972, -0.2013)  0.002
H (-1.5555, 0.4903, -1.6293)  0.019
H (-3.6471, 1.2264, -2.6925)  0.000
H (-5.2603, -0.4440, -3.5360)  0.000
H (-4.7616, -2.8550, -3.3455)  0.000
H (-2.6699, -3.6095, -2.3090)  0.000
H (0.6861, 1.1707, -2.7972)  0.005
H (1.2405, 2.5153, -4.7845)  0.000
H (3.3676, 2.1358, -5.9812)  0.000
H (4.9534, 0.4229, -5.1827)  0.000
H (4.4228, -0.9216, -3.1900)  0.000
H (4.2027, 0.2337, -0.1078)  0.004
H (6.2864, -0.6053, 0.8702)  0.000
H (6.8400, -3.0115, 0.7496)  0.000
H (5.2816, -4.5828, -0.3465)  0.000
H (3.1811, -3.7736, -1.3024)  0.002
I (1.7320, 2.0169, 0.3398)  0.549
I (0.1428, 5.0280, 0.3957)  0.880
O (1.5077, -1.4885, 1.7762)  0.092
H (1.8320, -0.9431, 2.5059)  0.002
H (2.2461, -2.0660, 1.5344)  0.001
N (-3.2479, 3.7714, 1.8274)  -0.001
C (-3.8709, 2.5962, 2.0525)  0.000
O (-5.0689, 2.4617, 2.1561)  0.001
C (-2.9917, 1.3719, 2.1507)  0.002
C (-3.3844, 0.3500, 3.0089)  0.003
C (-2.6397, -0.8152, 3.0445)  0.000
C (-1.5557, -0.9439, 2.1973)  0.005
N (-1.1894, 0.0269, 1.3507)  0.024
C (-1.8881, 1.1751, 1.3457)  0.010
H (-3.8189, 4.6004, 1.7784)  0.000
H (-2.2484, 3.8724, 1.8682)  -0.001
H (-4.2688, 0.4836, 3.6167)  0.000
H (-2.8951, -1.6298, 3.7065)  0.000
H (-0.9543, -1.8428, 2.1926)  0.001
H (-1.5626, 1.9334, 0.6431)  0.002

=====

No. 2
A 2-piece molecular cluster, FHNP overall, computed with the ωB97M-V functional and the def2-TZVPD basis.

Results
Gap between HOMO and LUMO (spin up / spin down) in eV: 9.7 / 7.9
Net charge: 0
Maximum force in eV/A: 5.33
Energy relative to the best compared isomer or geometry (same formula, charge and spin) in eV: 5.493

Each line ends with the Mulliken charge.
Geometry (Å):
N (1.6377, 0.6853, 0.1534)  -0.118
F (3.6926, -0.0041, -0.0251)  -0.279
P (0.9576, -0.6077, -0.0486)  0.277
H (-0.3341, -0.3221, 0.2468)  0.120

=====

No. 3
A 19-piece molecular cluster, C2H41O18S overall, computed with the ωB97M-V functional and the def2-TZVPD basis.

Results
Gap between HOMO and LUMO in eV: 9.1
Net charge: -1
Maximum force in eV/A: 2.74
Energy relative to the best compared isomer or geometry (same formula, charge and spin) in eV: 0.000

Each line ends with the Mulliken charge.
Geometry (Å):
C (0.1574, 0.1715, 2.2423)  0.087
C (0.3369, 1.6646, 2.4509)  0.331
S (1.7406, 2.1116, 3.5071)  -0.267
H (-0.5673, -0.0936, 1.4481)  -0.201
H (-0.3882, -0.2106, 3.1206)  0.452
H (1.1331, -0.3124, 2.1655)  -0.496
H (-0.6278, 2.0219, 2.8846)  0.435
H (0.3337, 2.2663, 1.4636)  -0.465
H (-4.1120, -0.8732, 2.1063)  0.330
H (-4.6268, 0.3996, 1.9817)  0.295
O (-4.2651, -0.1487, 2.7245)  -0.638
H (2.6952, -0.7313, 3.2047)  0.352
H (2.9125, -1.8452, 2.2433)  0.458
O (3.4037, -1.0812, 2.6310)  -0.758
H (2.6460, -4.0099, 1.7096)  0.286
H (1.6162, -3.2564, 0.8773)  0.395
O (2.5310, -3.1694, 1.2567)  -0.754
H (0.5186, -0.7734, -1.4213)  0.145
H (1.6348, -1.9456, -1.2837)  0.369
O (0.6738, -1.7490, -1.3914)  -0.349
H (-3.1672, -3.2811, -1.7712)  0.267
H (-2.4964, -1.9706, -2.3537)  0.365
O (-3.1427, -2.3258, -1.7448)  -0.688
H (-3.2249, 1.1076, -2.9215)  0.302
H (-4.6844, 0.5658, -2.9270)  0.307
O (-4.1092, 1.2318, -2.5609)  -0.712
H (0.0147, 2.2141, -0.9788)  0.192
H (-1.2582, 3.1582, -1.0014)  0.384
O (-0.6234, 2.7236, -0.4127)  -0.855
H (-2.7669, -1.7862, -0.1007)  0.430
H (-2.4242, -0.4402, 0.5140)  0.289
O (-2.5943, -1.3839, 0.7685)  -0.578
H (0.0146, -3.0808, -1.6577)  0.450
H (0.0742, -4.4304, -2.3976)  0.281
O (-0.4059, -4.0423, -1.6540)  -0.742
H (2.8161, 2.0398, 2.7286)  0.120
H (0.5557, 4.4013, 0.8547)  0.338
O (0.9518, 5.0700, 0.3022)  -0.664
H (-0.6544, 1.6227, -2.5625)  0.510
H (-1.2840, 1.7379, -3.9907)  0.273
O (-1.4921, 1.8281, -3.0541)  -0.744
H (-0.9537, -3.3085, 1.3406)  0.316
H (-0.2497, -4.0120, 0.2146)  0.371
O (-0.1229, -3.7730, 1.1431)  -0.785
H (-3.1926, 1.2248, -0.7582)  0.329
H (-1.9723, 1.7377, 0.1160)  0.399
O (-2.8380, 1.2743, 0.1393)  -0.552
H (3.2179, -2.2204, -0.2425)  0.424
H (3.6241, -1.1814, -1.1394)  0.431
O (3.3694, -2.1354, -1.2037)  -0.826
H (-0.2383, -1.1623, -3.4933)  0.375
H (-1.2048, 0.0309, -3.1307)  0.327
O (-1.0649, -0.7344, -3.7129)  -0.706
H (2.9613, 2.1504, -0.5344)  0.328
H (1.2706, 4.7084, -0.5211)  0.302
O (2.2065, 2.6000, -0.9117)  -0.624
H (1.2296, 0.8542, -2.6969)  0.126
H (1.5686, 1.8428, -1.1817)  0.252
O (0.6621, 0.8535, -1.9089)  -0.955
H (3.4026, -0.1683, 1.1209)  0.462
H (2.4264, 0.4786, 0.0748)  0.213
O (3.3427, 0.1776, 0.2199)  -0.738

=====

No. 4
H3O6 as an isolated structure, computed with the ωB97M-V functional and the def2-TZVPD basis.

Results
Gap between HOMO and LUMO (spin up / spin down) in eV: 9.0 / 9.0
Net charge: +1
Maximum force in eV/A: 4.01
Energy relative to the best compared isomer or geometry (same formula, charge and spin) in eV: 1.162

Each line ends with the Mulliken charge.
Geometry (Å):
O (1.8679, 1.1775, 0.4145)  -0.109
O (-1.9207, -0.2753, -0.0435)  -0.293
O (0.4029, -1.4864, 0.2751)  -0.164
O (0.6045, 1.1231, 0.3651)  0.154
O (-1.3498, -0.1275, 1.2083)  0.062
O (-0.0398, -0.2388, 1.1783)  0.118
H (2.1896, 1.6588, 1.2277)  0.421
H (-2.4447, 0.5207, -0.2554)  0.377
H (-0.4202, -1.8455, -0.1146)  0.435